Entry 1:
{"formula": "C48H120N8O16", "method": "ωB97M-V with the def2-TZVPD basis set", "e_tot_ha": -3542.22403, "de_lowest_kj_mol": 377.53, "total_charge": 0, "homo_lumo_gap_ha": 0.3190, "symbols": ["C", "H", "O", "O", "H", "H", "H", "H", "H", "H", "H", "C", "C", "H", "N", "O", "H", "H", "C", "H", "N", "H", "H", "H", "C", "C", "C", "O", "N", "H", "C", "H", "H", "H", "C", "H", "H", "H", "H", "H", "H", "H", "H", "C", "H", "N", "C", "H", "C", "H", "H", "C", "C", "C", "H", "H", "C", "H", "H", "C", "C", "O", "H", "H", "H", "H", "O", "H", "O", "H", "H", "C", "H", "C", "C", "H", "H", "H", "H", "C", "H", "H", "O", "H", "H", "C", "H", "H", "H", "C", "O", "H", "C", "H", "C", "N", "H", "H", "H", "H", "H", "H", "H", "C", "H", "H", "H", "H", "H", "H", "H", "H", "C", "O", "H", "N", "H", "H", "C", "C", "C", "H", "O", "H", "C", "H", "H", "H", "H", "H", "H", "C", "H", "H", "H", "H", "C", "O", "H", "H", "C", "H", "H", "C", "H", "H", "H", "H", "H", "H", "H", "H", "C", "H", "C", "C", "H", "C", "H", "H", "H", "O", "O", "O", "H", "N", "C", "H", "C", "C", "C", "C", "N", "H", "H", "C", "C", "H", "H", "H", "H", "O", "H", "H", "H", "C", "H", "H", "H", "H", "H", "H"], "coordinates": [[-4.373, -23.171, -20.407], [-6.402, -24.060, -22.032], [-12.238, -23.528, -20.674], [-6.432, -15.094, -23.723], [-4.192, -21.812, -15.123], [-7.549, -12.322, -17.705], [-9.427, -12.953, -22.079], [-9.977, -17.731, -16.363], [-9.377, -31.416, -15.071], [-5.529, -15.791, -16.516], [-12.181, -28.755, -15.214], [-14.461, -24.103, -26.032], [-10.273, -20.092, -16.789], [-7.673, -20.277, -17.372], [-11.098, -26.407, -24.538], [-8.803, -23.613, -13.624], [-7.907, -27.514, -22.213], [-10.091, -21.601, -20.909], [-3.701, -8.675, -15.381], [-8.269, -14.733, -22.993], [-10.578, -16.941, -16.160], [-11.925, -23.532, -25.952], [-5.883, -14.206, -22.025], [-9.152, -13.919, -19.481], [-7.794, -22.503, -21.786], [-7.113, -19.613, -19.376], [-6.100, -15.235, -22.345], [-2.926, -9.548, -16.171], [-7.125, -21.894, -18.324], [-0.273, -23.771, -16.099], [-10.019, -22.691, -21.014], [-14.258, -24.604, -26.990], [-7.119, -17.779, -17.362], [-8.547, -17.109, -13.440], [-5.275, -14.933, -24.531], [-10.336, -27.386, -14.018], [-13.310, -18.967, -16.331], [-9.198, -26.567, -23.696], [-8.323, -17.277, -18.391], [-9.860, -22.551, -15.045], [-9.928, -28.963, -24.066], [-12.098, -25.251, -26.509], [-7.349, -26.298, -19.692], [-12.267, -18.745, -16.550], [-3.243, -17.496, -16.745], [-3.780, -11.329, -18.749], [-9.314, -22.387, -14.115], [-4.843, -16.016, -19.698], [-9.563, -25.621, -14.682], [-14.456, -23.036, -26.258], [-12.166, -18.596, -17.628], [-7.394, -15.648, -21.623], [-3.261, -12.313, -17.803], [-9.731, -16.359, -15.093], [-9.749, -25.079, -15.619], [-7.664, -16.672, -21.886], [-10.981, -23.384, -20.048], [-5.223, -15.815, -22.058], [-8.540, -21.629, -14.234], [-3.212, -21.394, -15.370], [-3.864, -15.540, -19.575], [-13.494, -24.557, -25.102], [-11.355, -28.680, -23.063], [-11.469, -24.566, -23.639], [-11.809, -17.802, -14.642], [-8.557, -23.996, -17.292], [-1.091, -21.869, -16.260], [0.807, -22.431, -16.870], [-7.266, -12.931, -19.702], [-10.246, -20.126, -17.886], [-5.974, -13.066, -18.156], [-7.459, -24.069, -17.236], [-3.039, -18.698, -14.483], [-11.218, -28.774, -15.731], [-10.318, -28.386, -23.218], [-5.900, -20.173, -17.745], [-4.932, -14.756, -15.174], [-4.053, -12.502, -17.067], [-4.624, -15.783, -24.319], [-9.801, -24.621, -13.536], [-5.043, -10.240, -17.398], [-0.540, -23.185, -17.691], [-10.283, -29.596, -15.039], [-11.668, -26.952, -25.152], [-3.857, -15.234, -16.527], [-12.210, -24.553, -25.671], [-2.669, -21.265, -14.422], [-3.293, -8.220, -17.655], [-6.453, -19.184, -15.362], [-13.166, -24.178, -19.845], [-8.113, -18.065, -15.214], [-3.351, -16.338, -19.020], [-4.068, -17.791, -16.091], [-14.155, -24.091, -20.296], [-6.818, -22.735, -17.172], [-10.555, -26.665, -14.699], [-7.869, -21.444, -21.505], [-5.811, -22.434, -22.499], [-9.722, -18.319, -13.984], [-7.384, -14.061, -17.947], [-9.585, -25.227, -12.653], [-6.730, -16.454, -18.458], [-2.397, -13.362, -19.541], [-10.672, -27.395, -15.965], [-7.930, -26.538, -18.060], [-5.512, -14.814, -25.585], [-7.684, -12.988, -21.947], [-10.912, -31.388, -15.966], [-2.383, -19.964, -16.474], [-8.831, -25.440, -19.028], [-9.184, -12.258, -19.939], [-10.366, -15.742, -14.449], [-7.806, -25.785, -18.852], [-5.730, -22.784, -20.472], [-2.336, -12.055, -17.290], [-3.292, -20.120, -16.058], [-3.927, -23.125, -19.416], [-4.522, -11.767, -19.283], [-2.414, -22.432, -16.144], [-4.257, -10.088, -18.153], [-8.608, -13.183, -20.082], [-8.020, -22.613, -22.850], [-7.031, -24.691, -18.433], [-8.982, -15.675, -15.493], [-6.894, -20.474, -18.114], [-8.204, -19.511, -19.459], [-12.572, -16.749, -15.843], [-7.125, -22.293, -16.217], [-7.872, -28.769, -21.086], [-10.328, -22.991, -22.018], [-4.164, -24.130, -20.885], [-7.232, -17.418, -18.393], [-4.979, -18.030, -16.652], [-6.728, -22.273, -19.202], [-9.783, -20.981, -16.395], [-8.516, -25.947, -14.684], [-2.916, -13.584, -18.606], [-6.634, -18.288, -19.312], [-9.589, -19.292, -16.506], [-2.448, -23.288, -15.465], [-11.183, -24.968, -24.622], [-11.320, -26.817, -16.631], [-4.798, -13.984, -24.252], [-8.602, -13.459, -21.577], [-4.799, -9.475, -18.878], [-7.359, -15.585, -20.535], [-2.680, -22.601, -17.189], [-7.270, -24.725, -16.378], [-7.647, -29.188, -22.765], [-5.718, -22.768, -17.138], [-6.588, -20.062, -20.215], [-11.495, -29.138, -16.727], [-10.232, -26.874, -23.494], [-15.452, -24.487, -25.796], [-6.332, -23.012, -21.725], [-9.068, -17.508, -14.321], [-10.238, -24.430, -24.785], [-0.171, -22.868, -16.703], [-3.454, -15.457, -20.586], [-10.847, -24.321, -13.553], [-8.313, -23.067, -19.931], [-11.550, -19.950, -16.225], [-4.065, -14.383, -18.839], [-9.614, -28.785, -22.059], [-13.277, -23.718, -18.856], [-8.661, -23.223, -20.874], [-3.761, -19.035, -15.240], [-3.352, -7.652, -15.572], [-7.083, -18.787, -14.565], [-8.234, -28.552, -22.095], [-4.675, -15.546, -15.875], [-11.835, -17.549, -15.709], [-8.623, -14.875, -22.043], [-10.588, -24.409, -19.971], [-10.516, -26.344, -22.574], [-10.022, -30.810, -15.707], [-7.050, -13.084, -18.313], [-4.706, -19.241, -14.738], [-12.935, -25.237, -19.689], [-6.529, -18.105, -13.917], [-9.437, -30.613, -16.612], [-4.384, -16.755, -15.177], [-2.176, -9.353, -18.148], [-7.484, -19.652, -14.026], [-10.952, -22.904, -19.064], [-3.100, -9.299, -17.572], [-3.860, -22.393, -20.991], [-9.659, -27.443, -16.390], [-4.769, -8.795, -15.576], [-9.940, -21.947, -13.329], [-2.242, -14.192, -17.987], [-3.483, -8.795, -14.320]]}

Entry 2:
{"formula": "C48H124As6F36N7O7", "method": "ωB97M-V with the def2-TZVPD basis set", "e_tot_ha": -19823.19391, "multiplicity": 2, "total_charge": 0, "homo_lumo_gap_ha": [0.0904, 0.3223], "symbols": ["C", "H", "H", "H", "O", "F", "H", "C", "C", "H", "As", "F", "H", "C", "H", "H", "H", "C", "H", "H", "F", "As", "C", "H", "C", "H", "As", "C", "F", "F", "F", "H", "H", "H", "F", "H", "H", "C", "N", "H", "C", "H", "C", "H", "H", "O", "F", "H", "H", "H", "C", "H", "H", "H", "O", "C", "C", "F", "H", "F", "H", "N", "H", "C", "C", "F", "C", "H", "H", "H", "F", "H", "F", "H", "H", "C", "C", "H", "H", "H", "H", "F", "H", "H", "H", "C", "N", "As", "H", "F", "C", "F", "C", "H", "H", "C", "C", "F", "O", "N", "F", "C", "C", "H", "N", "H", "H", "H", "H", "H", "As", "H", "H", "H", "C", "H", "F", "H", "H", "F", "H", "H", "C", "C", "H", "F", "H", "C", "H", "H", "F", "H", "H", "H", "C", "H", "C", "C", "H", "H", "C", "F", "H", "C", "H", "H", "F", "H", "H", "H", "H", "C", "H", "C", "H", "C", "C", "F", "H", "F", "H", "C", "H", "H", "H", "H", "F", "F", "N", "H", "H", "H", "H", "H", "H", "H", "F", "H", "H", "C", "H", "H", "H", "F", "H", "H", "H", "O", "N", "H", "C", "H", "H", "C", "F", "O", "H", "H", "H", "F", "F", "C", "H", "H", "H", "H", "As", "H", "H", "F", "H", "H", "H", "C", "H", "C", "H", "H", "H", "H", "H", "C", "H", "O", "F", "C", "H", "F"], "coordinates": [[6.569, -1.762, 4.402], [0.438, -5.440, -3.423], [0.260, 0.365, -2.652], [2.324, -4.775, -0.191], [-0.561, 0.050, -0.736], [2.065, -2.466, 5.905], [9.493, -1.707, 2.913], [-0.588, -5.990, -1.205], [0.630, 6.128, -7.203], [-1.115, -9.439, -1.290], [2.328, 4.735, 0.950], [0.876, 0.829, -6.813], [-0.478, 10.043, -4.298], [7.156, -2.572, 2.252], [7.546, -2.134, 4.710], [-3.525, 0.896, -6.374], [0.745, -2.651, -0.713], [-1.363, 1.743, 0.879], [-1.084, -4.454, 8.644], [5.272, 0.097, 2.946], [-4.839, 3.883, -4.221], [1.692, -1.293, 4.580], [-6.254, -1.412, 4.748], [3.390, 3.702, 3.871], [-2.368, 0.753, -4.685], [0.661, 1.218, 0.345], [-4.821, 3.320, 3.291], [-1.859, -3.747, 8.942], [2.191, -2.501, 3.342], [2.556, -0.866, -8.137], [0.692, 4.696, 0.267], [5.896, 2.243, 3.717], [2.218, -7.603, 0.315], [-0.388, -3.480, 0.357], [0.852, -0.600, -4.849], [0.991, 3.922, 6.080], [-3.888, -1.969, 8.143], [1.236, -4.844, -0.169], [6.720, -1.288, 2.919], [-2.782, -4.131, 8.508], [-0.408, 6.050, -4.170], [4.056, 2.073, 6.962], [5.604, -0.397, 0.745], [-6.766, -1.547, 3.796], [0.774, 7.062, -7.748], [4.894, 3.159, 5.302], [-3.861, -4.089, 0.039], [2.980, 3.031, 7.580], [-2.435, -4.425, -4.917], [-3.105, -0.258, 4.834], [1.018, 2.931, 5.627], [-1.115, -5.036, -1.215], [-1.034, -6.570, -2.013], [6.019, -1.228, 0.174], [4.386, -0.082, 0.203], [-0.315, 1.307, -0.134], [-4.987, -2.311, 4.927], [-4.248, 5.726, -2.660], [-3.144, 1.262, -4.111], [2.742, 6.279, 0.107], [1.238, -3.102, 0.920], [0.954, 5.478, -4.721], [0.256, 3.977, -5.895], [-1.383, 0.841, 2.197], [0.647, 2.998, -3.873], [3.096, 0.236, -5.898], [1.767, -6.981, -1.700], [0.124, -3.993, -2.643], [-5.636, 1.900, -8.049], [-5.178, -1.027, -8.907], [-5.729, 4.584, 2.369], [1.014, -5.379, 0.754], [-4.894, 2.099, 2.083], [7.640, -2.242, 1.333], [-5.447, -1.832, -4.754], [2.249, -4.239, -3.104], [5.481, -0.716, 2.250], [4.583, -2.538, 4.337], [-0.426, 5.991, -6.969], [2.572, 1.379, 7.258], [-1.038, -1.709, 6.584], [-4.851, -2.715, -1.891], [-2.343, 0.931, 2.705], [-2.901, 0.801, -0.237], [-0.582, 1.087, 2.893], [-2.837, 0.161, -5.955], [3.057, 2.221, 6.981], [-4.420, 3.928, -2.487], [2.490, -8.755, -0.882], [0.332, -1.711, -7.039], [3.501, 3.546, 4.944], [-3.220, -0.771, -1.232], [-3.177, -3.709, -5.272], [-0.614, -3.235, 6.530], [-5.906, -0.379, 4.752], [-2.808, -3.028, 6.070], [2.558, 2.551, 5.551], [-3.857, 2.207, 4.222], [0.368, -8.460, -0.389], [-2.772, 1.702, 0.201], [-4.800, 4.423, 4.741], [-4.057, -1.744, -7.224], [-0.030, -9.525, -1.332], [1.805, 5.027, -2.677], [-3.949, -1.940, 6.080], [1.460, -0.003, -1.510], [1.294, 9.978, -3.934], [-1.726, -2.271, -6.120], [1.630, 7.373, -5.790], [-1.710, 7.886, -4.008], [1.730, -0.727, -6.468], [-3.994, -3.806, -4.557], [-1.620, 1.515, -4.904], [5.643, 3.929, 3.445], [0.927, 3.968, -5.036], [0.290, -10.547, -1.127], [-2.323, -2.973, -1.819], [1.274, 2.897, -2.987], [-2.612, -0.241, 6.555], [1.157, -0.138, 5.799], [-5.108, -0.111, -4.957], [-5.238, -3.363, 5.063], [9.288, -0.688, 3.242], [4.096, 1.301, 0.360], [-1.894, -3.643, 10.026], [3.414, -0.590, 4.658], [9.401, -0.522, 4.313], [0.874, -4.784, -2.670], [6.784, 3.375, 4.577], [-2.062, -1.892, -4.458], [1.328, -0.098, 3.342], [2.390, 5.943, -6.314], [0.576, 9.355, -5.561], [3.041, 1.465, 0.139], [1.440, 6.308, -5.924], [0.329, -9.522, -2.361], [5.575, -2.899, 4.608], [0.657, -3.420, 0.054], [-4.164, -1.167, -3.815], [-2.896, 2.496, -0.411], [0.443, -0.277, -1.790], [-2.698, 3.422, -2.937], [-3.160, -2.033, -7.771], [-4.712, -1.922, 7.431], [-3.196, -3.968, 6.462], [7.500, 0.535, 3.612], [-4.799, 2.196, -2.390], [10.030, -0.047, 2.767], [-3.470, -4.093, -6.250], [-6.421, -3.469, 7.065], [-7.267, 1.421, -7.296], [7.824, -0.210, 2.885], [4.715, -1.453, 2.489], [-3.419, -0.463, 5.857], [7.858, -3.134, 2.868], [-5.612, -3.219, 7.752], [-4.653, -1.086, -4.787], [-4.761, -1.746, 0.466], [-0.313, 3.167, -3.384], [-6.358, 2.792, 4.072], [-6.642, 0.854, -8.932], [0.468, 9.538, -4.492], [-1.746, 0.099, -4.075], [0.787, 1.984, -4.246], [-6.186, -2.993, 8.650], [-4.521, -2.249, 3.944], [-3.951, 3.911, -0.772], [-3.264, 4.055, 2.814], [0.910, -5.688, -1.465], [-1.262, 5.496, -4.562], [-6.928, -1.492, 5.601], [-0.846, 7.726, -5.551], [3.292, 4.519, 5.391], [7.863, 0.309, 1.927], [4.356, 1.668, 1.352], [-0.363, 5.812, -3.107], [2.093, 3.170, 1.814], [6.328, -3.139, 1.827], [3.039, -4.987, -3.168], [-6.409, 1.145, -7.908], [-3.497, 1.849, 0.889], [5.384, -3.097, 5.663], [2.729, 1.543, 5.171], [1.685, 5.588, 2.455], [-5.126, -4.137, 8.082], [2.182, 6.694, -3.407], [-1.211, 2.773, 1.204], [0.394, 8.252, -3.951], [-3.483, -1.211, -5.825], [4.558, 1.924, -0.407], [1.740, -8.029, -0.568], [-4.891, -2.423, -7.043], [1.325, -7.427, -2.591], [-2.515, -2.284, -5.368], [-0.005, -1.847, 4.287], [-5.749, -0.039, -7.399], [6.310, 0.414, 0.567], [-2.106, -0.035, -6.739], [-5.084, -0.898, 7.470], [-6.165, 4.229, -2.142], [2.977, 3.787, -0.487], [2.029, 5.626, -3.559], [-0.802, -6.476, -0.254], [5.770, -3.883, 4.181], [1.060, 5.318, -7.792], [-0.182, 2.067, -0.904], [-3.574, -2.393, -0.645], [2.779, -6.760, -2.038], [2.547, -3.408, -2.465], [-2.404, -2.132, 0.761], [0.393, 2.202, 6.143], [-2.537, -3.167, 5.023], [-4.098, 0.331, 6.170], [-0.774, 7.575, -4.473], [-3.882, 0.143, -8.487], [-4.616, -0.563, -8.097], [1.978, 3.779, -5.256], [2.982, 5.369, -4.022], [0.476, -1.289, -2.193], [1.985, -3.981, -4.130], [6.110, -0.941, 4.952], [-1.493, -2.668, 6.834], [-1.072, -0.146, 1.854], [-1.690, -2.539, 8.192], [2.570, -2.186, -5.924], [5.765, 3.192, 4.238], [0.612, 3.149, 4.639], [4.005, 4.851, 1.756]]}

- Number 2 is which compound?
  C48H124As6F36N7O7

- What is the formula in the second record?
  C48H124As6F36N7O7